Entry 1:
{"formula": "C17H27BrNO2", "method": "ωB97M-V/def2-TZVPD", "relative_energy_kcal_mol": 34.9, "lumo_ev": -3.044, "gap_ha": 0.3142, "total_charge": 1, "spin_multiplicity": 1, "species": ["C", "C", "C", "Br", "C", "C", "C", "O", "C", "C", "C", "O", "H", "H", "H", "H", "H", "H", "H", "H", "H", "C", "C", "C", "N", "C", "C", "C", "C", "C", "H", "H", "H", "H", "H", "H", "H", "H", "H", "H", "H", "H", "H", "H", "H", "H", "H", "H"], "positions_angstrom": [[-5.70097, -0.74206, 3.71417], [-5.98077, -0.56960, 2.19261], [-5.27700, 0.69268, 1.58424], [-6.01844, 0.92187, -0.22182], [-3.74809, 0.60681, 1.63659], [-3.14188, 0.89689, 2.78728], [-1.61853, 0.77609, 2.85968], [-0.95795, 1.49799, 3.53071], [-1.00803, -0.35462, 2.04362], [-1.60569, -0.64907, 0.90101], [-2.83984, 0.17572, 0.49304], [-2.97709, 0.44540, -0.65771], [-5.68222, 0.23499, 4.22475], [-6.38254, -1.45598, 4.20077], [-4.68292, -1.17286, 3.81058], [-7.06583, -0.43990, 2.06065], [-5.57099, -1.43390, 1.64316], [-5.58542, 1.58638, 2.15321], [-3.72329, 1.18839, 3.66631], [-0.11890, -0.90951, 2.36966], [-1.28084, -1.45926, 0.24038], [1.36436, 2.27595, -2.10257], [1.23418, 1.10329, -1.12733], [2.59324, 0.62930, -0.60910], [3.09874, -0.65745, -1.24662], [2.40229, -1.83646, -0.63675], [2.97291, -0.68691, -2.76239], [4.21527, 0.02624, -3.24166], [5.28859, -0.59385, -2.36337], [4.61993, -0.77459, -1.00102], [2.07467, 2.07205, -2.90562], [0.40033, 2.49776, -2.55964], [1.69768, 3.17212, -1.57736], [0.65509, 0.29574, -1.58006], [0.64482, 1.45293, -0.27779], [2.53619, 0.42641, 0.46028], [3.35416, 1.39285, -0.76670], [1.33929, -1.76040, -0.85497], [2.57747, -1.81572, 0.43753], [2.81555, -2.74575, -1.06622], [2.98481, -1.73373, -3.06912], [2.03637, -0.24088, -3.08398], [4.14614, 1.10149, -3.06650], [4.39858, -0.13034, -4.30348], [6.18361, 0.02403, -2.30239], [5.58926, -1.56442, -2.75957], [4.91279, -0.01040, -0.28487], [4.83087, -1.75573, -0.58163]], "forces_ev_per_a": [[1.04, -0.20, -0.61], [0.47, 0.48, 0.53], [-0.24, -0.30, 0.20], [0.18, 0.12, 0.33], [-0.53, -0.01, -0.21], [0.83, -0.31, -0.28], [-1.22, -1.31, -0.32], [0.93, 0.89, 0.91], [-0.07, 0.03, 0.08], [-0.88, 0.08, 0.00], [0.62, -0.98, 1.08], [-0.36, 0.35, -1.04], [-0.35, -0.46, 0.00], [0.07, 0.48, -0.25], [-0.48, 0.25, 0.21], [0.47, -0.23, -0.34], [-0.66, 0.14, 0.14], [0.11, -0.37, -0.37], [0.58, 0.24, -0.23], [-0.29, 0.60, 0.17], [-0.14, 0.47, 0.02], [-0.13, -0.08, -0.07], [0.03, 0.44, -0.05], [-0.40, -0.13, -0.09], [0.49, -0.37, 0.07], [0.00, 0.37, -0.08], [-0.08, 0.27, 0.00], [0.05, 0.03, -0.10], [0.32, 0.02, -0.01], [-0.05, -0.05, -0.07], [-0.03, 0.01, -0.02], [0.03, 0.04, 0.02], [0.04, -0.03, -0.04], [0.05, -0.08, 0.11], [0.01, -0.18, 0.04], [0.21, -0.09, -0.03], [-0.03, -0.05, -0.07], [0.00, -0.05, 0.05], [-0.06, -0.04, -0.05], [-0.05, 0.02, -0.01], [0.02, 0.03, 0.10], [-0.03, -0.02, 0.15], [-0.06, -0.01, -0.05], [-0.07, 0.00, 0.03], [-0.04, -0.05, 0.08], [-0.02, 0.03, -0.02], [-0.14, -0.05, 0.04], [-0.12, 0.07, 0.10]]}

=====

Entry 2:
{"formula": "C2H13NO3S", "method": "ωB97M-V/def2-TZVPD", "smiles": "NCCS.O.O.O", "relative_energy_kcal_mol": 14.2, "lumo_ev": 0.363, "gap_ha": 0.3559, "total_charge": 0, "spin_multiplicity": 1, "species": ["N", "C", "C", "S", "H", "H", "H", "H", "H", "H", "H", "O", "H", "H", "O", "H", "H", "O", "H", "H"], "positions_angstrom": [[1.30073, 0.84444, -0.96608], [0.56690, -0.23585, -0.30461], [1.24894, -1.58638, -0.14709], [0.30853, -2.91238, 0.51138], [0.69354, 1.66257, -0.95798], [2.11878, 1.08545, -0.40929], [-0.29691, -0.37370, -0.97808], [0.16740, 0.04733, 0.68221], [1.68042, -1.81692, -1.12534], [2.00217, -1.48181, 0.64540], [-0.29364, -3.33058, -0.59651], [-2.24882, 2.77815, 3.99334], [-1.36118, 3.18482, 3.96892], [-2.76046, 3.53916, 3.72622], [1.83968, 0.85395, -3.99779], [1.72290, 0.35700, -3.18592], [2.33168, 1.61897, -3.73182], [-2.79979, 1.84302, 0.22628], [-2.05922, 1.48247, 0.66928], [-3.51752, 1.84913, 0.85393]], "forces_ev_per_a": [[0.71, -0.31, 0.58], [-1.98, -0.03, -0.20], [1.25, 1.45, -0.46], [-0.78, -0.73, 0.53], [0.22, -0.14, -0.18], [-0.05, 0.10, -0.13], [-0.01, -0.19, 0.48], [0.03, 0.04, -0.10], [0.37, -0.32, 0.37], [0.42, 0.03, -0.59], [-0.20, 0.01, -0.28], [1.02, 0.47, -0.10], [-0.31, -0.65, 0.17], [-0.71, 0.18, -0.11], [-0.27, -0.56, -0.67], [-0.10, 0.08, 0.43], [0.35, 0.57, 0.22], [-0.82, 0.66, -1.15], [1.05, -0.61, 0.85], [-0.21, -0.06, 0.35]]}

=====

Entry 3:
{"formula": "C5H12NO2", "method": "ωB97M-V/def2-TZVPD", "relative_energy_kcal_mol": 3.0, "lumo_ev": [-3.165, -6.663], "s2": 2.01, "gap_ha": [0.2732, 0.2658], "total_charge": 1, "spin_multiplicity": 3, "species": ["C", "C", "C", "C", "C", "N", "O", "O", "H", "H", "H", "H", "H", "H", "H", "H", "H", "H", "H", "H"], "positions_angstrom": [[0.65556, 2.84945, 0.17477], [1.00343, 1.44901, 0.52926], [-2.16197, 0.58652, 0.79514], [0.54324, -3.40279, -2.30208], [0.17349, 0.42474, 0.39850], [0.63519, -0.97538, 0.74887], [-1.06501, 0.41951, -0.11182], [0.40028, -2.87716, -1.23022], [0.73793, 3.48600, 1.05494], [-0.34805, 2.91848, -0.23301], [2.00488, 1.28507, 0.90015], [-3.03487, 0.74319, 0.16736], [-2.01283, 1.45285, 1.44066], [-2.31318, -0.30762, 1.40497], [-0.00559, -4.31060, -2.57839], [1.36541, 3.22533, -0.55982], [1.23222, -3.00914, -3.06147], [0.02462, -1.38377, 1.46959], [1.59915, -0.96892, 1.09029], [0.56609, -1.60478, -0.09768]], "forces_ev_per_a": [[-0.08, 0.02, -0.02], [-0.18, -0.28, -0.04], [-0.29, 0.07, 0.18], [0.64, -2.68, -5.37], [0.21, -0.10, 0.19], [-0.38, 0.09, -0.48], [0.42, -0.13, -0.19], [-0.57, 2.53, 5.07], [-0.03, 0.05, 0.02], [-0.05, 0.07, -0.03], [0.10, -0.20, 0.09], [0.01, -0.04, 0.07], [0.08, -0.01, -0.05], [0.02, 0.00, -0.02], [-0.06, -0.06, 0.02], [0.02, 0.05, -0.06], [0.03, 0.05, 0.04], [0.26, 0.10, -0.15], [-0.16, -0.03, -0.01], [0.02, 0.49, 0.73]]}

=====

Entry 4:
{"formula": "C9H20BCl6NO2S", "method": "ωB97M-V/def2-TZVPD", "smiles": "O=NOBCCCS.ClCCCl.ClCCCl.ClCCCl", "lumo_ev": -0.134, "gap_ha": 0.3158, "total_charge": 0, "spin_multiplicity": 1, "species": ["O", "N", "O", "B", "C", "C", "C", "S", "H", "H", "H", "H", "H", "H", "H", "H", "Cl", "C", "C", "Cl", "H", "H", "H", "H", "Cl", "C", "C", "Cl", "H", "H", "H", "H", "Cl", "C", "C", "Cl", "H", "H", "H", "H"], "positions_angstrom": [[-5.44019, 0.65247, -1.83260], [-5.34544, -0.16652, -2.63451], [-4.20368, -1.01040, -2.39232], [-3.00944, -0.36776, -2.64426], [-1.65193, -1.00875, -2.22202], [-1.38743, -0.95760, -0.72076], [-1.34786, 0.46297, -0.14424], [0.36962, 0.97714, 0.22346], [-3.04119, 0.69565, -3.18237], [-0.86902, -0.52662, -2.79426], [-1.67489, -2.05193, -2.52258], [-0.41810, -1.40303, -0.54958], [-2.12661, -1.55208, -0.20160], [-1.84229, 0.45486, 0.81427], [-1.80730, 1.20307, -0.78276], [0.51425, 2.06435, -0.54577], [-1.72135, -4.66824, -4.11872], [-0.06515, -5.31438, -3.98215], [0.55158, -5.00964, -2.64256], [0.87430, -3.26979, -2.43682], [0.52416, -4.89593, -4.79340], [-0.13119, -6.39228, -4.11828], [1.50588, -5.52545, -2.55238], [-0.09369, -5.32814, -1.82822], [2.22427, 3.96596, 2.60366], [1.30466, 5.35728, 1.97964], [0.33587, 4.94265, 0.90394], [1.17342, 4.40393, -0.57222], [2.01700, 6.09266, 1.61542], [0.75734, 5.78783, 2.81647], [-0.29620, 5.78408, 0.62553], [-0.29840, 4.12411, 1.23766], [3.21683, -1.52785, 3.67323], [3.10762, -0.37209, 5.02512], [2.92084, 1.04487, 4.54912], [4.36851, 1.67556, 3.72450], [4.00887, -0.47295, 5.62376], [2.25223, -0.66899, 5.62942], [2.73219, 1.69519, 5.40172], [2.08427, 1.12547, 3.85905]], "forces_ev_per_a": [[-0.09, 0.56, 0.43], [-0.57, -0.47, -0.51], [0.65, 0.15, 0.03], [0.20, -0.03, 0.13], [-0.73, -0.18, -0.30], [0.19, 0.44, -0.40], [0.51, -0.31, 0.23], [0.17, 0.01, 0.10], [-0.25, 0.12, 0.00], [0.43, 0.11, 0.03], [0.11, -0.28, -0.12], [0.20, -0.33, 0.24], [-0.27, -0.15, 0.16], [-0.30, 0.23, 0.24], [-0.18, 0.17, -0.12], [-0.25, -0.17, -0.04], [-0.01, 0.02, -0.01], [0.03, -0.08, -0.05], [0.06, -0.06, 0.06], [0.10, -0.06, 0.01], [-0.02, 0.06, 0.00], [-0.02, -0.01, 0.04], [0.02, 0.01, -0.04], [-0.04, 0.04, 0.00], [0.05, 0.10, 0.00], [-0.04, 0.00, 0.08], [-0.18, 0.02, 0.04], [0.10, 0.25, -0.14], [0.04, -0.04, -0.04], [-0.04, -0.03, 0.00], [0.05, 0.04, -0.02], [0.07, -0.07, -0.01], [0.02, -0.01, -0.01], [-0.02, -0.02, 0.08], [-0.10, 0.06, 0.02], [0.06, -0.07, 0.01], [0.05, 0.00, -0.05], [-0.03, 0.02, -0.03], [0.03, -0.01, 0.02], [0.03, -0.02, -0.06]]}

=====

Entry 5:
{"formula": "C27H13BCo2F6O6", "method": "ωB97M-V/def2-TZVPD", "relative_energy_kcal_mol": 25.6, "lumo_ev": -1.186, "gap_ha": 0.2536, "total_charge": 0, "spin_multiplicity": 1, "species": ["F", "C", "C", "C", "C", "C", "F", "C", "B", "C", "C", "F", "C", "C", "C", "C", "F", "C", "C", "F", "C", "C", "C", "C", "F", "H", "H", "H", "H", "H", "H", "H", "H", "H", "H", "O", "C", "Co", "C", "O", "C", "O", "C", "C", "C", "Co", "C", "O", "C", "O", "C", "O", "H", "H", "H"], "positions_angstrom": [[1.77479, -3.70912, -0.47525], [0.66302, -3.66965, 0.33473], [0.41240, -4.80821, 1.09184], [-0.79139, -4.90833, 1.78447], [-1.73492, -3.89129, 1.71574], [-1.44264, -2.77995, 0.94882], [-2.45901, -1.86345, 0.79643], [-0.23545, -2.58073, 0.24915], [-0.14081, -1.46512, -0.86748], [1.21334, -1.23283, -1.61227], [2.33968, -0.65426, -1.01778], [2.23976, -0.31188, 0.31608], [3.53171, -0.41255, -1.68209], [3.62413, -0.76623, -3.03083], [2.56527, -1.41773, -3.65894], [1.41123, -1.67749, -2.93468], [0.48619, -2.49311, -3.54330], [-1.39458, -1.27381, -1.79537], [-1.66923, -0.07139, -2.45466], [-0.71322, 0.92547, -2.41946], [-2.79281, 0.15352, -3.23575], [-3.64686, -0.91462, -3.48408], [-3.35830, -2.17806, -2.97504], [-2.21242, -2.34653, -2.20021], [-1.82575, -3.64162, -1.94465], [-0.21280, 0.00151, 0.21358], [1.15825, -5.59835, 1.13665], [-0.98319, -5.75897, 2.42296], [-2.67682, -3.91930, 2.24549], [4.34181, 0.08674, -1.16400], [4.50830, -0.50638, -3.59813], [2.61361, -1.71576, -4.70041], [-2.97475, 1.15964, -3.58937], [-4.55214, -0.75517, -4.06424], [-3.98746, -3.04127, -3.16970], [-2.84441, 3.61553, 4.17307], [-1.79949, 4.00410, 3.88029], [-0.07216, 4.35241, 3.45038], [-0.53073, 5.34810, 2.04928], [-0.83706, 5.83239, 1.04517], [0.08238, 5.55208, 4.75806], [0.05391, 6.31339, 5.63235], [-0.06055, 2.27422, 2.90389], [0.04665, 1.74161, 1.63903], [-0.66594, 0.94773, 0.64423], [1.46067, 2.73721, 2.05363], [1.38023, 3.39848, 0.43929], [1.43025, 3.88777, -0.60974], [3.20804, 2.30498, 1.96888], [4.34226, 2.19404, 1.92669], [1.85149, 4.46832, 2.85292], [2.68766, 5.27031, 2.91463], [-0.36772, 1.66420, 3.78815], [-0.82831, 1.51092, -0.26415], [-1.61615, 0.61850, 1.11573]], "forces_ev_per_a": [[-0.88, 0.26, 1.00], [-0.01, 0.02, -0.50], [0.06, 0.14, 0.00], [0.29, 0.41, 0.11], [0.13, 0.34, -0.07], [-0.13, 0.03, -0.27], [0.97, -0.40, 0.29], [-0.43, -0.03, 0.00], [0.26, -2.24, -1.19], [0.65, 0.20, -0.01], [-0.13, -0.09, 0.07], [0.11, -0.14, -1.04], [-0.19, 0.14, -0.01], [-0.48, 0.11, 0.30], [-0.03, 0.05, 0.18], [0.04, -0.19, 0.02], [0.47, 0.95, 0.57], [-0.17, 0.09, -0.32], [0.26, -0.07, -0.31], [-0.91, -0.54, 0.41], [0.27, 0.04, 0.26], [-0.12, 0.08, 0.42], [0.46, -0.14, 0.13], [-0.18, -0.05, -0.25], [-0.47, 1.20, 0.30], [0.38, 1.12, 1.11], [-0.18, 0.17, -0.12], [0.01, -0.12, -0.11], [0.00, -0.15, -0.04], [-0.03, -0.09, -0.04], [0.03, -0.12, 0.07], [0.04, -0.08, 0.16], [0.00, -0.12, -0.24], [0.19, -0.07, 0.06], [0.16, 0.13, -0.11], [1.67, 1.16, -0.70], [-0.93, -1.85, 0.97], [-0.73, -0.22, -1.18], [-0.64, 0.72, -3.32], [0.48, -0.51, 2.00], [0.69, 1.06, 3.14], [-0.01, -1.31, -2.14], [-1.92, -2.56, 1.40], [-0.14, 0.73, 1.74], [-1.22, -1.19, 0.17], [2.12, 1.94, -1.95], [1.00, 1.15, -3.09], [-0.45, -1.07, 2.18], [0.84, 0.39, 1.16], [-0.85, -0.26, -0.34], [0.21, 0.36, 0.86], [-0.36, -0.51, -0.20], [-0.20, 0.59, -0.74], [-0.33, 0.44, -0.05], [0.31, 0.13, -0.72]]}

=====

Entry 6:
{"formula": "CH10O3S2", "method": "ωB97M-V/def2-TZVPD", "relative_energy_kcal_mol": 117.7, "lumo_ev": -3.832, "gap_ha": 0.1857, "total_charge": 0, "spin_multiplicity": 1, "species": ["C", "S", "S", "H", "H", "H", "H", "H", "H", "O", "H", "H", "O", "H", "H", "O"], "positions_angstrom": [[0.22161, -0.84029, -1.27083], [0.52501, 0.91111, -0.91034], [2.41525, 1.08995, -0.53260], [0.06908, -1.43503, -0.38271], [-0.60280, -0.86793, -1.98294], [1.05094, -1.34803, -1.76796], [-1.46669, -0.05461, 0.71282], [2.54585, -0.73796, 0.54107], [2.32127, -0.51972, 2.03302], [2.33991, -1.21510, 1.36667], [-0.78473, 1.95394, 1.69733], [0.63222, 1.98614, 1.49813], [-0.02526, 2.43537, 2.05451], [-2.49763, -0.28641, -0.57604], [-3.79883, -0.65874, -1.04844], [-2.94520, -0.41271, -1.43172]], "forces_ev_per_a": [[0.58, -0.87, -0.74], [-0.49, -1.01, 0.54], [-0.79, 0.41, -0.29], [-0.32, 0.30, 0.17], [-0.37, 0.06, 0.38], [0.40, 0.69, -0.15], [1.05, 0.87, -0.41], [0.04, -0.41, 0.50], [-0.01, -0.09, 0.09], [-0.02, -0.02, -0.17], [-0.48, 0.24, 0.42], [0.35, 0.52, 0.54], [0.13, -0.71, -0.78], [0.72, 0.27, -0.15], [-0.30, -0.07, -0.72], [-0.48, -0.18, 0.77]]}